ORCA calculation (ωB97M-V/def2-TZVPD) on a molecular structure, C24H72N14O10P4Sr.

Element x y z (Å)
1 Sr -0.21 -0.12 -0.02
2 N 2.64 -0.17 -1.08
3 O 1.81 0.65 -1.46
4 O 2.32 -0.71 -0.03
5 O 3.60 -0.49 -1.82
6 N -2.92 -0.19 1.33
7 O -3.99 -0.09 1.81
8 O -1.95 -0.15 2.04
9 O -2.77 -0.35 0.13
10 O 1.13 1.20 1.64
11 P 2.08 1.66 2.67
12 N 1.74 3.25 3.24
13 C 0.33 3.60 3.36
14 C 2.61 4.05 4.00
15 N 3.72 1.67 2.10
16 C 4.52 0.45 1.98
17 C 4.03 2.63 1.05
18 N 2.18 0.64 4.07
19 C 3.09 0.92 5.20
20 C 0.95 -0.01 4.45
21 H -0.24 3.27 2.49
22 H 0.21 4.68 3.35
23 H -0.23 3.29 4.25
24 H 2.61 3.80 5.06
25 H 2.34 5.11 3.98
26 H 3.59 4.03 3.54
27 H 4.43 0.02 0.99
28 H 5.54 0.80 2.14
29 H 4.17 -0.27 2.72
30 H 3.50 3.58 1.11
31 H 5.11 2.74 1.11
32 H 3.84 2.18 0.08
33 H 2.71 1.64 5.93
34 H 3.12 -0.04 5.70
35 H 4.13 1.12 4.93
36 H 0.11 0.64 4.19
37 H 0.92 -0.23 5.51
38 H 0.72 -0.98 4.00
39 O -1.24 2.17 -0.66
40 P -1.65 3.61 -0.87
41 N -0.29 4.63 -1.19
42 C 0.47 4.57 -2.45
43 C 0.55 5.02 -0.07
44 N -2.44 4.28 0.50
45 C -2.92 5.61 0.61
46 C -2.69 3.42 1.66
47 N -2.78 3.85 -2.15
48 C -3.57 2.72 -2.51
49 C -3.38 5.21 -2.47
50 H 0.80 3.57 -2.70
51 H 1.38 5.17 -2.43
52 H -0.17 5.09 -3.16
53 H 1.30 5.71 -0.46
54 H 0.95 4.06 0.26
55 H -0.06 5.48 0.71
56 H -2.86 5.96 1.65
57 H -2.22 6.25 0.07
58 H -3.97 5.64 0.32
59 H -3.71 3.05 1.56
60 H -2.03 2.56 1.66
61 H -2.48 3.94 2.60
62 H -4.06 2.77 -3.48
63 H -2.98 1.81 -2.58
64 H -4.30 2.47 -1.74
65 H -4.38 5.29 -2.04
66 H -3.53 5.41 -3.53
67 H -2.71 5.89 -1.95
68 O -0.37 -2.46 0.72
69 P -0.19 -3.72 1.54
70 N 1.03 -3.73 2.78
71 C 2.30 -3.10 2.39
72 C 0.85 -4.09 4.22
73 N 0.15 -5.01 0.52
74 C -0.80 -5.23 -0.61
75 C 1.14 -6.07 0.79
76 N -1.60 -4.21 2.38
77 C -2.68 -3.27 2.50
78 C -1.72 -5.56 2.90
79 H 3.12 -3.31 3.07
80 H 2.19 -2.02 2.29
81 H 2.50 -3.44 1.37
82 H -0.12 -3.75 4.58
83 H 1.68 -3.67 4.80
84 H 0.74 -5.16 4.37
85 H -1.81 -5.35 -0.20
86 H -0.91 -4.35 -1.25
87 H -0.44 -6.13 -1.10
88 H 1.30 -6.75 -0.05
89 H 2.14 -5.66 0.91
90 H 0.86 -6.53 1.74
91 H -2.49 -2.42 3.17
92 H -2.98 -2.82 1.55
93 H -3.57 -3.70 2.95
94 H -2.76 -5.85 2.77
95 H -1.37 -5.61 3.93
96 H -1.09 -6.26 2.35
97 O -0.54 -1.15 -2.27
98 P -0.49 -1.52 -3.71
99 N 0.80 -2.59 -4.04
100 C 1.56 -3.18 -2.95
101 C 1.20 -2.98 -5.42
102 N -0.25 -0.22 -4.78
103 C -1.31 0.84 -4.85
104 C 1.09 0.41 -4.73
105 N -1.86 -2.29 -4.31
106 C -2.87 -2.99 -3.44
107 C -2.13 -2.48 -5.76
108 H 2.62 -2.92 -2.95
109 H 1.60 -4.26 -3.10
110 H 1.22 -2.98 -1.94
111 H 2.24 -3.28 -5.54
112 H 1.08 -2.10 -6.05
113 H 0.63 -3.79 -5.87
114 H -2.22 0.52 -4.35
115 H -1.10 1.73 -4.26
116 H -1.54 1.16 -5.87
117 H 1.27 1.10 -5.55
118 H 1.30 0.79 -3.73
119 H 1.87 -0.34 -4.91
120 H -2.56 -3.09 -2.40
121 H -3.85 -2.52 -3.41
122 H -2.95 -4.03 -3.76
123 H -1.74 -1.58 -6.25
124 H -3.17 -2.75 -5.93
125 H -1.55 -3.28 -6.21

- relative energy (zero: lowest compared OMol25 entry of this formula, charge and spin) (kcal/mol) = 59.2
- gap between HOMO and LUMO (eV) = 8.8